No. 1
Molecular formula: C41H42P2ReTe
Method: DFT, the ωB97M-V functional and the def2-TZVPD basis

The electronic energy is -2615.77731 Ha. The value obtained for the max |F| is 2.86 eV/Å. The charge is +2. The calculation puts the LUMO energy (alpha / beta) at -6.329 / -7.597 eV. Its spin multiplicity is 4. Its HOMO energy (alpha / beta) is -13.10 / -13.46 eV. For the energy relative to the best compared isomer or geometry (same formula, charge and spin), the calculation gives 1.6 kcal per mole. For the molar mass, the calculation gives 910.5 g/mol.

Each line ends with the Löwdin charge.
Positions of all 87 atoms, in Å:
Re -0.268 2.260 -0.342  0.992
C 1.685 1.066 -0.333  -0.282
C 1.958 2.464 -0.433  -0.272
C 2.363 3.192 -1.708  -0.172
C 1.248 3.440 -2.734  -0.182
C -0.103 2.853 -2.353  -0.282
C -0.313 1.413 -2.267  -0.373
C 0.786 0.397 -2.624  -0.173
C 1.773 0.092 -1.483  -0.192
C -2.091 2.988 0.229  -0.372
H 1.845 0.619 0.657  0.107
H 2.357 2.929 0.483  0.096
H 3.233 2.689 -2.176  0.129
H 2.716 4.187 -1.380  0.113
H 1.136 4.531 -2.857  0.109
H 1.560 3.070 -3.722  0.121
H -0.950 3.467 -2.702  0.110
H -1.306 1.033 -2.536  0.089
H 1.333 0.749 -3.511  0.119
H 0.308 -0.559 -2.911  0.119
H 1.608 -0.949 -1.135  0.089
H 2.797 0.105 -1.922  0.134
H -2.789 2.272 0.686  -0.052
H -2.564 3.411 -0.676  0.028
H -1.904 3.771 0.970  0.001
P -1.314 7.950 -0.351  1.052
P -3.069 6.990 -2.207  1.069
C -0.731 8.207 -2.034  -0.291
C -1.638 7.805 -2.976  -0.279
C -1.194 9.658 0.346  -0.372
C -0.467 10.692 -0.269  -0.087
C -0.226 11.893 0.414  -0.057
C -0.818 12.133 1.655  -0.049
C -1.671 11.163 2.204  -0.059
C -1.859 9.941 1.560  -0.091
C -0.030 6.957 0.458  -0.340
C -0.227 5.559 0.515  -0.116
C 0.632 4.754 1.239  -0.121
C 1.787 5.304 1.816  -0.042
C 2.043 6.681 1.667  -0.035
C 1.139 7.516 0.990  -0.049
C -4.346 8.316 -2.668  -0.316
C -4.259 9.586 -2.051  -0.094
C -5.061 10.646 -2.474  -0.060
C -6.002 10.454 -3.494  -0.051
C -6.124 9.194 -4.091  -0.052
C -5.290 8.143 -3.686  -0.079
C -3.491 5.691 -3.430  -0.404
C -4.640 4.911 -3.177  -0.112
C -5.036 3.955 -4.110  -0.060
C -4.289 3.761 -5.275  -0.053
C -3.154 4.531 -5.520  -0.059
C -2.740 5.490 -4.595  -0.091
H 0.237 8.680 -2.218  0.089
H -1.626 8.011 -4.053  0.098
H -0.068 10.571 -1.278  0.096
H 0.429 12.653 -0.026  0.120
H -0.624 13.071 2.194  0.124
H -2.186 11.378 3.146  0.120
H -2.526 9.194 1.992  0.110
H -1.071 5.155 -0.044  0.057
H 0.400 3.677 1.384  0.075
H 2.469 4.662 2.388  0.126
H 2.951 7.114 2.102  0.124
H 1.342 8.594 0.871  0.123
H -3.540 9.751 -1.246  0.080
H -4.956 11.635 -2.020  0.116
H -6.646 11.272 -3.814  0.117
H -6.849 9.031 -4.889  0.117
H -5.373 7.189 -4.208  0.100
H -5.219 5.080 -2.265  0.116
H -5.931 3.364 -3.928  0.117
H -4.584 2.993 -5.989  0.118
H -2.578 4.399 -6.435  0.117
H -1.858 6.102 -4.786  0.092
Te -1.385 0.089 0.261  1.405
C -0.273 -1.553 1.128  -0.535
C 0.283 -2.557 0.318  -0.154
C 1.179 -3.468 0.890  -0.057
C 1.476 -3.394 2.263  -0.052
C 0.799 -2.478 3.080  -0.061
C -0.050 -1.520 2.507  -0.150
H 0.054 -2.586 -0.751  0.102
H 1.663 -4.213 0.252  0.119
H 2.232 -4.050 2.699  0.117
H 0.941 -2.481 4.162  0.117
H -0.510 -0.728 3.095  0.093

=====

No. 2
Molecular formula: C3H10OS2
Method: DFT, the ωB97M-V functional and the def2-TZVPD basis

The electronic energy is -991.87563 Ha. The value obtained for the max |F| is 3.43 eV/Å. The calculation puts the LUMO energy at -0.951 eV. Its SMILES is CCSSC.O. Its HOMO energy is -9.29 eV. For the energy relative to the best compared isomer or geometry (same formula, charge and spin), the calculation gives 22.6 kcal per mole. For the molar mass, the calculation gives 126.2 g/mol.

Each line ends with the natural charge from an NBO analysis.
Positions of all 16 atoms, in Å:
C -2.470 -0.184 -0.278  -0.626
C -1.279 -0.110 0.688  -0.547
S 0.086 0.948 0.178  0.070
S 0.284 -0.389 -1.849  0.110
C 1.428 -1.458 -0.993  -0.767
H -3.393 -0.328 0.248  0.214
H -2.350 -1.013 -0.965  0.222
H -2.476 0.744 -0.893  0.218
H -1.572 0.332 1.645  0.227
H -0.859 -1.120 0.858  0.209
H 2.325 -0.891 -0.726  0.229
H 0.985 -1.946 -0.124  0.213
H 1.723 -2.254 -1.683  0.229
O 1.453 0.802 3.308  -0.938
H 1.209 1.705 3.087  0.466
H 1.341 0.335 2.476  0.472

=====

No. 3
Molecular formula: C6H7FOS
Method: DFT, the ωB97M-V functional and the def2-TZVPD basis

The electronic energy is -805.92269 Ha. The value obtained for the max |F| is 7.30 eV/Å. The calculation puts the LUMO energy at 0.416 eV. Its HOMO energy is -8.71 eV. For the energy relative to the best compared isomer or geometry (same formula, charge and spin), the calculation gives 43.0 kcal per mole. For the molar mass, the calculation gives 146.2 g/mol.

Each line ends with the natural charge from an NBO analysis.
Positions of all 16 atoms, in Å:
C 2.229 -0.263 2.136  -0.199
C 1.507 -0.450 1.177  -0.027
C 0.548 0.583 -0.849  -0.490
C -0.687 0.390 -1.697  -0.527
C -1.375 -0.705 0.726  -0.581
C 0.639 -0.627 0.102  0.355
O -1.547 2.016 0.299  -0.978
F 0.773 -1.882 -0.389  -0.341
S -2.006 0.720 -0.266  1.175
H 2.994 -0.012 2.820  0.237
H 1.552 0.500 -1.341  0.240
H 0.493 1.358 -0.214  0.262
H -0.948 1.125 -2.418  0.231
H -0.991 -0.667 -2.078  0.230
H -1.762 -1.521 0.280  0.200
H -1.420 -0.566 1.712  0.212

=====

No. 4
Molecular formula: C5H18LiO6
Method: DFT, the ωB97M-V functional and the def2-TZVPD basis

The electronic energy is -660.16788 Ha. The value obtained for the max |F| is 3.11 eV/Å. The calculation puts the LUMO energy (alpha / beta) at -0.285 / -0.399 eV. Its spin multiplicity is 2. Its HOMO energy (alpha / beta) is -6.76 / -6.73 eV. For the molar mass, the calculation gives 181.1 g/mol.

Each line ends with the natural charge from an NBO analysis.
Positions of all 30 atoms, in Å:
Li 0.436 -0.631 -0.752  0.907
O 1.847 -0.320 0.751  -1.013
C 1.813 -1.655 1.356  -0.092
C 3.096 -2.568 1.408  -0.170
O 3.869 -2.825 0.268  -0.292
H 1.015 -2.210 0.864  0.087
H 1.466 -1.585 2.386  0.140
H 2.806 -3.533 1.822  0.177
H 3.783 -2.150 2.145  0.214
O 1.053 1.387 -1.867  -0.950
H 1.667 0.918 -2.432  0.488
H 1.008 2.267 -2.240  0.485
O 0.547 -2.036 -2.255  -0.973
H 0.268 -2.940 -2.400  0.496
H 1.473 -2.029 -2.498  0.494
O 1.396 2.691 0.455  -0.925
H 1.640 3.540 0.087  0.444
H 1.019 2.209 -0.281  0.473
C -2.031 2.235 0.012  -0.639
C -2.108 0.796 0.581  0.088
C -3.441 0.154 0.732  -0.624
O -1.589 -0.046 -0.434  -0.770
H -2.498 3.049 0.566  0.217
H -2.393 2.176 -1.014  0.193
H -1.007 2.604 -0.052  0.233
H -1.551 0.762 1.517  0.209
H -3.987 0.675 1.519  0.215
H -3.309 -0.894 1.001  0.223
H -3.999 0.251 -0.199  0.189
H -2.286 -0.291 -1.047  0.477